1.
Below is a 15-piece molecular cluster, C31H53BN15O2P overall at a distorted geometry, with properties calculated with ωB97M-V/def2-TZVPD.

Element x y z (Å)
C1 -3.61 1.35 -2.00
C2 -2.49 1.64 -0.91
O1 -1.23 1.20 -1.48
C3 -2.88 0.80 0.38
P1 -3.10 1.85 1.94
B1 -1.46 2.83 2.07
N1 -0.15 2.25 2.37
O2 -1.53 4.26 1.83
H1 -3.36 1.84 -2.97
H2 -4.60 1.67 -1.57
H3 -3.59 0.23 -2.14
H4 -2.44 2.75 -0.73
H5 -0.81 2.01 -1.80
H6 -3.83 0.23 0.20
H7 -2.06 0.04 0.51
H8 -4.17 2.79 1.69
H9 0.53 2.68 1.73
H10 -0.12 1.25 2.12
H11 -1.98 4.33 0.97
C4 2.95 -0.83 1.73
C5 1.53 -1.28 1.72
N2 0.43 -1.63 1.72
H12 3.08 -0.01 1.03
H13 3.23 -0.49 2.73
H14 3.60 -1.65 1.44
C6 6.92 0.12 3.16
C7 5.55 0.67 3.34
N3 4.48 1.09 3.48
H15 7.61 0.65 3.81
H16 6.92 -0.94 3.42
H17 7.23 0.24 2.13
C8 -1.72 -0.05 -5.51
C9 -3.11 0.47 -5.42
N4 -4.19 0.88 -5.35
H18 -1.07 0.49 -4.82
H19 -1.70 -1.10 -5.26
H20 -1.34 0.08 -6.53
C10 -6.91 4.41 3.36
C11 -6.96 2.99 2.95
N5 -6.99 1.87 2.64
H21 -7.92 4.78 3.56
H22 -6.31 4.52 4.25
H23 -6.47 5.01 2.56
C12 1.54 -1.60 5.42
C13 2.84 -2.31 5.47
N6 3.86 -2.86 5.51
H24 1.67 -0.64 4.92
H25 0.81 -2.19 4.86
H26 1.17 -1.42 6.42
C14 9.44 -3.58 3.09
C15 9.30 -2.57 2.01
N7 9.19 -1.78 1.17
H27 8.72 -3.37 3.89
H28 9.25 -4.57 2.69
H29 10.45 -3.54 3.51
C16 -2.86 5.17 4.90
C17 -4.21 5.73 5.13
N8 -5.27 6.17 5.31
H30 -2.13 5.69 5.51
H31 -2.85 4.11 5.17
H32 -2.59 5.27 3.85
C18 3.79 2.63 -1.45
C19 4.19 1.20 -1.34
N9 4.51 0.09 -1.26
H33 2.72 2.69 -1.63
H34 4.02 3.15 -0.52
H35 4.32 3.10 -2.27
C20 -2.28 -3.28 5.49
C21 -1.99 -1.95 6.08
N10 -1.77 -0.90 6.55
H36 -3.32 -3.55 5.68
H37 -2.11 -3.25 4.41
H38 -1.63 -4.03 5.93
C22 0.80 -3.53 -4.03
C23 0.70 -2.53 -5.12
N11 0.63 -1.74 -5.97
H39 0.02 -3.35 -3.29
H40 0.67 -4.53 -4.44
H41 1.77 -3.47 -3.55
C24 -1.15 3.41 -6.13
C25 0.16 3.83 -5.56
N12 1.18 4.14 -5.12
H42 -1.85 3.19 -5.32
H43 -1.57 4.21 -6.74
H44 -1.03 2.52 -6.74
C26 -5.98 -2.21 1.73
C27 -4.67 -2.90 1.80
N13 -3.65 -3.44 1.85
H45 -5.87 -1.26 1.21
H46 -6.70 -2.82 1.20
H47 -6.35 -2.02 2.74
C28 2.92 0.60 -8.07
C29 1.54 1.14 -7.99
N14 0.46 1.55 -7.93
H48 3.56 1.14 -7.38
H49 2.92 -0.46 -7.82
H50 3.30 0.73 -9.09
C30 0.83 -8.08 -4.03
C31 0.07 -6.93 -3.48
N15 -0.52 -6.04 -3.06
H51 0.93 -7.98 -5.11
H52 1.83 -8.11 -3.58
H53 0.31 -9.01 -3.80

Values from the calculation:
Highest occupied orbital energy ... -8.2 eV
F_max ... 2.13 eV/A
Orbital gap ... 8.34 eV
ΔE to the lowest compared entry with this formula, charge and spin ... 1.539 eV
E ... -2550.96159 a.u.

Mulliken population analysis, charges in e, atoms 1 to 4:
1 C -1.25
2 C 0.72
3 O -0.54
4 C -0.59

2.
Below is a 2-piece molecular cluster, C7H12N2S overall at a distorted geometry, with properties calculated with ωB97M-V/def2-TZVPD.

Element x y z (Å)
C1 1.20 1.47 -1.86
C2 -0.44 -0.50 1.20
C3 1.16 2.68 -0.99
C4 -0.35 2.52 -0.43
C5 -0.83 1.32 -1.11
C6 0.08 -2.29 -0.34
C7 -0.55 -2.75 2.02
N1 0.17 0.74 -1.90
N2 -0.14 -1.76 1.03
S1 -0.78 0.23 2.61
H1 2.01 1.18 -2.50
H2 1.89 2.79 -0.15
H3 1.18 3.54 -1.57
H4 -0.37 2.60 0.64
H5 -1.01 3.30 -0.78
H6 -1.73 0.90 -0.89
H7 -0.26 -1.54 -1.15
H8 1.15 -2.47 -0.38
H9 -0.31 -3.28 -0.41
H10 -1.44 -3.21 1.65
H11 0.24 -3.37 2.48
H12 -0.88 -2.08 2.84

Values from the calculation:
Highest occupied orbital energy (spin up / spin down) ... -7.1 / -7.7 eV
F_max ... 3.51 eV/A
Orbital gap (spin up / spin down) ... 6.63 / 8.16 eV
ΔE to the lowest compared entry with this formula, charge and spin ... 4.656 eV
E ... -781.45810 a.u.

Mulliken population analysis, charges in e, atoms 1 to 4:
1 C -0.26
2 C 0.32
3 C -0.51
4 C -0.36

3.
Below is a 13-piece molecular cluster, C21H59N9O30S4 overall at a distorted geometry, with properties calculated with ωB97M-V/def2-TZVPD.

Element x y z (Å)
O1 -1.34 -1.96 -2.20
S1 -0.50 -2.65 -1.17
O2 0.72 -3.44 -1.47
O3 -0.05 -1.47 -0.08
C1 -0.81 -0.38 0.22
C2 -0.45 0.06 1.63
C3 -1.65 -3.66 -0.07
H1 -1.87 -0.51 0.00
H2 -0.43 0.43 -0.40
H3 -0.68 -0.75 2.32
H4 -0.93 1.01 1.89
H5 0.63 0.15 1.71
H6 -1.26 -4.68 -0.06
H7 -2.59 -3.64 -0.62
H8 -1.71 -3.20 0.92
O4 -6.49 -0.71 4.03
S2 -7.47 0.16 4.68
O5 -8.66 -0.34 5.36
O6 -6.57 1.06 5.75
C4 -5.76 0.33 6.64
C5 -4.72 1.31 7.24
C6 -7.86 1.51 3.42
H9 -5.32 -0.52 6.11
H10 -6.34 -0.03 7.49
H11 -3.82 1.63 6.72
H12 -4.38 0.82 8.15
H13 -5.24 2.20 7.60
H14 -6.92 2.06 3.33
H15 -8.63 2.17 3.80
H16 -8.19 1.02 2.50
O7 3.14 12.09 5.88
S3 2.74 11.16 6.92
O8 1.38 11.11 7.38
O9 3.21 9.70 6.41
C7 2.95 8.62 7.33
C8 3.02 7.31 6.52
C9 3.90 11.32 8.33
H17 1.92 8.72 7.65
H18 3.53 8.62 8.25
H19 2.55 6.46 7.02
H20 4.08 7.13 6.36
H21 2.47 7.51 5.61
H22 3.40 11.06 9.27
H23 4.08 12.36 8.57
H24 4.88 10.88 8.12
O10 3.04 -6.92 -10.85
S4 2.49 -8.23 -10.78
O11 1.39 -8.68 -11.67
O12 3.75 -9.27 -10.91
C10 3.41 -10.65 -11.14
C11 4.72 -11.30 -11.53
C12 2.00 -8.57 -9.00
H25 2.66 -10.74 -11.92
H26 3.04 -11.01 -10.18
H27 4.56 -12.36 -11.73
H28 5.55 -11.07 -10.86
H29 5.09 -10.85 -12.45
H30 1.51 -9.54 -8.91
H31 1.28 -7.77 -8.82
H32 2.92 -8.47 -8.42
C13 -7.61 -2.31 -5.59
N1 -8.85 -2.94 -5.08
O13 -9.17 -4.08 -5.45
O14 -9.31 -2.35 -4.16
H33 -7.09 -1.61 -4.92
H34 -7.88 -1.72 -6.46
H35 -6.83 -3.02 -5.85
C14 2.35 -2.25 10.41
N2 2.04 -2.04 8.97
O15 2.89 -1.41 8.32
O16 1.04 -2.48 8.45
H36 1.59 -1.66 10.94
H37 3.33 -1.85 10.65
H38 2.37 -3.31 10.68
C15 3.28 5.59 -3.16
N3 2.35 6.71 -3.58
O17 2.53 7.26 -4.61
O18 1.38 7.00 -2.88
H39 2.74 4.65 -3.06
H40 3.68 5.96 -2.22
H41 4.13 5.47 -3.83
C16 5.38 -4.86 2.57
N4 4.32 -5.64 3.31
O19 3.26 -5.91 2.76
O20 4.53 -5.96 4.49
H42 6.27 -4.98 3.18
H43 5.02 -3.83 2.63
H44 5.49 -5.15 1.53
C17 -4.82 5.28 -5.73
N5 -5.36 4.76 -4.48
O21 -4.62 4.66 -3.54
O22 -6.52 4.30 -4.53
H45 -4.93 6.36 -5.66
H46 -5.42 4.87 -6.54
H47 -3.77 5.02 -5.76
C18 -2.90 8.66 3.39
N6 -3.93 7.98 4.17
O23 -4.92 7.52 3.56
O24 -3.88 8.07 5.38
H48 -2.22 7.86 3.10
H49 -2.29 9.36 3.97
H50 -3.39 9.17 2.56
C19 -6.86 -9.07 -2.03
N7 -8.11 -9.80 -2.54
O25 -9.16 -9.81 -1.89
O26 -8.09 -10.40 -3.62
H51 -6.52 -9.72 -1.22
H52 -7.14 -8.06 -1.74
H53 -6.06 -9.08 -2.77
C20 6.63 -2.70 -6.49
N8 7.44 -1.72 -7.31
O27 7.64 -1.97 -8.46
O28 7.93 -0.82 -6.71
H54 7.29 -3.06 -5.71
H55 6.26 -3.53 -7.10
H56 5.81 -2.12 -6.07
C21 9.42 4.56 1.41
N9 8.58 3.37 1.40
O29 9.10 2.33 1.20
O30 7.40 3.46 1.68
H57 9.92 4.63 2.37
H58 8.73 5.37 1.16
H59 10.15 4.36 0.63

Values from the calculation:
Highest occupied orbital energy ... -10.7 eV
F_max ... 4.44 eV/A
Orbital gap ... 10.79 eV
E ... -5177.20644 a.u.

Mulliken population analysis, charges in e, atoms 1 to 4:
1 O -0.61
2 S 1.17
3 O -0.58
4 O -0.33